# 1
ORCA calculation (ωB97M-V/def2-TZVPD) on a molecular structure, C17H23N2Ru at a distorted geometry.

Computed properties:
HOMO level (alpha / beta) (eV): -9.34 / -12.01
LUMO energy (alpha / beta) (eV): -3.57 / -5.02
Multiplicity: 5
<S²>: 6.04
Net charge: +1
ΔE to the lowest compared entry with this formula, charge and spin (kcal per mole): 26.8

The geometry in XYZ format:
```
43
Properties=species:S:1:pos:R:3:lowdin_charge:R:1
C -0.28373 -2.52571 -0.22480 -0.397
C -1.06809 -2.32318 1.01756 -0.082
C -0.94604 -2.48749 -1.54104 -0.099
C 1.18332 -2.48103 -0.12343 -0.094
H -0.66331 -3.48377 -1.89838 0.094
H -0.66454 -1.75711 -2.35596 0.072
H -2.03938 -2.44247 -1.45936 0.071
H -1.09489 -3.37855 1.28808 0.095
H -2.08605 -1.95818 0.89134 0.055
H -0.59216 -1.75534 1.83573 0.066
H 1.32276 -3.50976 0.19554 0.092
H 1.66200 -1.81589 0.62431 0.065
H 1.70641 -2.32922 -1.08067 0.069
C -1.75738 2.39498 -0.84094 -0.265
C -2.06490 1.09259 -1.48166 -0.234
C -2.44658 0.19938 -0.41198 -0.123
H -2.14272 0.89244 -2.52164 0.106
C -2.50955 0.93921 0.79780 -0.102
C -2.12745 2.26982 0.56042 -0.091
H -2.11775 3.09311 1.26497 0.119
H -1.48885 3.29661 -1.36436 0.106
H -2.79946 -0.81337 -0.58994 0.088
H -2.83707 0.52318 1.75728 0.123
C 2.19290 1.89822 -1.13059 -0.110
C 1.05896 2.34872 -1.88664 -0.184
C 0.44775 1.18130 -2.51667 -0.289
H 0.75758 3.37950 -2.06013 0.118
C 1.22899 0.04535 -2.09241 -0.166
C 2.25864 0.49277 -1.24161 -0.135
H 3.05685 -0.15621 -0.83352 0.128
H 2.87659 2.55026 -0.59835 0.117
H -0.29378 1.17123 -3.28607 0.113
H 1.12709 -0.95278 -2.55355 0.105
Ru -0.22259 1.17623 -0.67726 1.381
N 1.96557 0.53311 1.73508 -0.016
C 2.21050 0.51753 3.06265 -0.032
C 0.94993 0.59487 3.68711 -0.014
C 0.01436 0.64957 2.62923 -0.131
N 0.64935 0.61488 1.44041 -0.037
H 2.71712 0.50261 1.04649 0.125
H 3.17371 0.47084 3.47588 0.114
H 0.74173 0.61524 4.70930 0.087
H -1.05584 0.72653 2.75180 0.091
```

---

# 2
ORCA calculation (ωB97M-V/def2-TZVPD) on 2 unconnected molecules or ions with the total composition C17H23Si at a distorted geometry.

Computed properties:
HOMO level (eV): -10.86
LUMO energy (eV): -5.88
Net charge: +1

The geometry in XYZ format:
```
41
Properties=species:S:1:pos:R:3:lowdin_charge:R:1
C -1.66905 -3.84005 0.24698 -0.075
C -0.84379 -2.75350 0.92953 -0.398
C -1.52055 -2.39146 2.24332 -0.077
C 0.66325 -2.95180 0.99022 -0.181
C 1.38451 -1.94310 1.67561 -0.063
C 2.78800 -1.89304 1.66414 -0.092
C 3.49635 -2.92463 1.02629 -0.102
C 2.80771 -3.91818 0.30634 -0.078
C 1.39595 -3.97286 0.33425 -0.027
H -1.21935 -4.21919 -0.67421 0.072
H -1.88347 -4.68402 0.90608 0.088
H -2.63351 -3.44279 -0.05505 0.074
H -0.96642 -1.64168 2.79237 0.055
H -2.52067 -1.97338 2.07747 0.084
H -1.62136 -3.28907 2.82660 0.082
H 0.85402 -1.15955 2.22391 0.094
H 3.33175 -1.07954 2.18840 0.108
H 4.59803 -2.89517 1.04863 0.105
H 3.42479 -4.64102 -0.24843 0.108
H 0.89659 -4.84542 -0.08733 0.104
C -2.76468 1.83942 -2.62776 -0.162
Si -1.97257 2.83564 -1.13503 1.125
C -3.05020 3.04916 0.48401 -0.162
H -0.94138 -1.81730 0.37717 0.122
C -0.04631 3.01223 -1.06047 -0.263
C 0.19227 4.34319 -1.56777 -0.135
C 1.49224 4.86006 -1.65044 -0.073
C 2.61584 4.11683 -1.26653 -0.037
C 2.39385 2.80521 -0.79429 -0.055
C 1.10782 2.23946 -0.68586 -0.064
H -2.02310 1.20380 -3.14256 0.046
H -3.63091 1.19042 -2.39322 0.050
H -3.12279 2.55137 -3.38893 0.037
H -2.44461 3.00039 1.40332 0.046
H -3.49359 4.05298 0.51329 0.036
H -3.90876 2.36133 0.60981 0.051
H -0.66847 4.96796 -1.89961 0.101
H 1.63381 5.87702 -2.02063 0.116
H 3.62184 4.54876 -1.33387 0.123
H 3.25416 2.21185 -0.50871 0.112
H 0.99277 1.20964 -0.32706 0.105
```

---

# 3
ORCA calculation (ωB97M-V/def2-TZVPD) on a molecular structure, C17H24AuCl2NO3P2S.

Computed properties:
HOMO level (alpha / beta) (eV): -14.54 / -15.24
LUMO energy (alpha / beta) (eV): -5.94 / -8.55
Multiplicity: 3
<S²>: 2.02
Net charge: +2
ΔE to the lowest compared entry with this formula, charge and spin (kcal per mole): 0.0

The geometry in XYZ format:
```
51
Properties=species:S:1:pos:R:3:lowdin_charge:R:1
Au -0.76100 0.14922 -1.12430 0.668
Cl -2.49642 1.24774 -4.01970 0.528
C -3.93688 1.57661 -3.04812 -0.927
Cl -3.57591 1.29414 -1.31821 0.501
H -4.73644 0.90482 -3.33353 0.041
H -4.21693 2.61689 -3.15703 0.043
C -1.03258 -0.96771 2.19119 -0.199
P 0.20653 -0.77014 0.89252 0.839
C 1.59990 0.09308 1.63525 -0.200
C 0.74662 -2.40740 0.37321 -0.382
C 1.67170 -3.12130 1.13079 -0.052
C 2.04537 -4.40076 0.74450 -0.021
C 1.49728 -4.97366 -0.39213 -0.021
C 0.57342 -4.26948 -1.15073 -0.052
C 0.19763 -2.98325 -0.77334 -0.384
P -1.02649 -2.07283 -1.72041 0.761
C -2.65368 -2.74168 -1.32560 -0.205
C -0.74896 -2.34746 -3.47900 -0.219
H -0.59779 -1.52948 3.02055 0.075
H -1.89798 -1.50995 1.81396 0.047
H -1.34878 0.01208 2.55073 0.060
H 1.88754 -0.40968 2.56126 0.073
H 1.30752 1.11501 1.87400 0.029
H 2.44729 0.10605 0.95218 0.075
H 2.11211 -2.68863 2.02047 0.115
H 2.76805 -4.94936 1.33327 0.129
H 1.79127 -5.97002 -0.69317 0.129
H 0.15848 -4.73028 -2.03863 0.116
H -2.67235 -3.81376 -1.52945 0.074
H -3.41089 -2.24777 -1.93524 0.058
H -2.88261 -2.57992 -0.27342 0.048
H -0.85873 -3.40577 -3.72145 0.066
H 0.25041 -2.01548 -3.75844 0.068
H -1.48947 -1.78020 -4.04047 0.039
N -0.23970 2.28858 -1.33856 -0.024
C 0.39031 2.88424 -0.17364 -0.323
C 1.74551 3.16869 -0.20112 -0.012
C 2.35607 3.66402 0.94147 -0.022
C 1.59780 3.85867 2.08851 -0.270
C 0.23397 3.59896 2.10133 -0.034
C -0.37704 3.10779 0.95838 -0.036
S 2.38658 4.40203 3.57967 0.516
O 1.46677 4.18231 4.65037 -0.188
O 2.64212 5.87246 3.43837 -0.048
O 3.69301 3.79960 3.60029 -0.169
H -1.11929 2.75894 -1.54462 0.071
H 0.34275 2.41907 -2.16248 0.108
H 2.32688 3.00877 -1.10159 0.129
H 3.41699 3.87882 0.94391 0.136
H -0.33744 3.77269 3.00357 0.129
H -1.44255 2.90470 0.95462 0.118
```